{"formula": "CH4NO3P", "method": "the ωB97M-V functional and the def2-TZVPD basis", "species": ["C", "N", "O", "O", "O", "P", "H", "H", "H", "H"], "xyz": [[0.224152, 0.228619, -0.903100], [0.576455, 0.703755, 0.432436], [-0.697630, 0.377790, 1.036024], [2.236091, 0.067111, 1.127154], [-2.341149, -1.049031, -0.505640], [-1.683934, 0.421615, -0.429046], [0.842141, 0.943637, -1.626351], [0.589468, -0.884555, -0.991918], [2.395202, 0.773932, 1.687833], [-2.140796, -1.582872, 0.172608]], "atomic_forces_ev_per_a": [[2.434, -0.312, -0.868], [-1.090, 0.927, 0.396], [0.021, -0.154, -0.202], [-2.087, -2.931, -2.663], [-1.210, 3.385, -3.713], [2.951, -0.088, 0.586], [-1.594, -1.802, 1.000], [-0.997, 1.926, -0.227], [0.163, 2.546, 1.762], [1.409, -3.498, 3.928]], "homo_lumo_gap_ev": [9.37, 8.95], "largest_force_ev_per_a": 5.45, "e_tot_ha": -662.1385}

{"formula": "CH4NO3S", "method": "the ωB97M-V functional and the def2-TZVPD basis", "species": ["C", "N", "O", "O", "O", "S", "H", "H", "H", "H"], "xyz": [[-1.599730, 1.180544, -0.591244], [1.206744, -1.975128, 0.286520], [-1.098381, -0.544266, 1.431044], [-2.490163, -1.198558, -0.446562], [0.742693, -1.241341, -0.770150], [-1.447620, -0.335834, -0.000100], [-2.265865, 1.172792, -1.538772], [-0.628518, 1.639740, -0.599595], [1.264716, -1.339882, 1.120739], [0.497855, -2.685782, 0.457552]], "atomic_forces_ev_per_a": [[-0.935, -0.186, -1.422], [0.223, 0.513, 0.671], [0.223, 0.775, -1.805], [-1.104, -1.260, -0.948], [-1.750, 1.027, 0.137], [1.915, -0.595, 2.111], [1.507, 0.055, 1.643], [0.096, 0.605, -0.121], [-0.323, -0.924, -0.766], [0.148, -0.010, 0.499]], "homo_lumo_gap_ev": [6.64, 7.18], "largest_force_ev_per_a": 2.91, "e_tot_ha": -719.0501, "total_charge": -1}

{"formula": "CH4NO3S", "method": "the ωB97M-V functional and the def2-TZVPD basis", "species": ["C", "N", "O", "O", "O", "S", "H", "H", "H", "H"], "xyz": [[-1.079389, -0.198201, -0.762682], [-0.266386, 1.214779, 0.895934], [2.358554, -0.091052, -0.987986], [1.506363, -1.290725, 1.105730], [-1.187843, 0.136926, 0.576402], [2.094891, -0.039221, 0.519585], [-1.402994, 0.710475, -1.374538], [-1.789061, -1.112982, -0.941630], [-0.049143, -0.356193, -0.944694], [-0.184996, 1.026195, 1.913877]], "atomic_forces_ev_per_a": [[-2.097, 0.486, -0.711], [-0.052, -1.105, -0.196], [-0.440, 0.029, 2.551], [0.842, 1.052, -0.731], [0.209, 0.505, 1.576], [-1.025, -0.904, -1.537], [0.160, -1.131, 0.248], [1.488, 1.652, 0.162], [0.871, -0.754, -0.828], [0.045, 0.170, -0.534]], "homo_lumo_gap_ev": [6.14, 7.61], "largest_force_ev_per_a": 2.59, "e_tot_ha": -719.0851, "total_charge": -1}

{"formula": "CH4NOP", "method": "the ωB97M-V functional and the def2-TZVPD basis", "species": ["C", "N", "O", "P", "H", "H", "H", "H"], "xyz": [[-0.188280, -0.935926, 0.945537], [-0.346159, 1.009466, -1.508680], [1.050677, -0.308663, 1.357440], [-0.171592, 0.620495, 1.777250], [-0.157926, -0.820089, -0.104511], [-0.468076, -1.911328, 1.302898], [0.575743, 0.548140, -1.620835], [-0.294386, 1.797905, -2.149099]], "atomic_forces_ev_per_a": [[0.124, 0.227, -0.777], [0.284, -0.520, 0.074], [2.064, -1.305, 0.467], [-1.596, 1.466, 0.655], [-0.876, -0.434, -1.001], [0.249, -0.083, 0.616], [-0.302, 0.327, 0.078], [0.053, 0.322, -0.111]], "homo_lumo_gap_ev": [10.25, 6.60], "largest_force_ev_per_a": 2.49, "e_tot_ha": -511.6912}

Energy relative to the best compared isomer or geometry (same formula, charge and spin) / kJ/mol: 686.07, 422.91, 330.98, 454.15